Here is 2 unconnected molecules or ions with the total composition C4H14N3O from the Open Molecules 2025 dataset. Energies are from ωB97M-V/def2-TZVPD.

```
22
Properties=species:S:1:pos:R:3:lowdin_spin:R:1
H 2.1530 -1.7094 2.5572 0.003
N 1.2188 -0.5310 -0.2448 0.499
C -2.0500 2.1448 0.2676 0.000
N 0.2564 -0.0233 1.8860 0.161
O -1.9346 1.3613 1.4945 0.002
C 1.0620 -0.7696 1.0615 0.026
C 0.2022 -1.1991 -2.5530 0.073
H 1.1670 -1.3929 -3.0989 0.000
H 1.0030 0.7993 -1.7958 0.055
H -2.1741 1.9072 2.3123 0.000
N 1.9710 -1.6624 1.6008 0.063
H 0.0285 -0.3414 2.8293 0.005
H -3.0302 2.1649 0.0955 0.000
H 2.6291 -2.2201 0.8955 -0.001
H 2.0314 -1.1923 -0.6543 -0.003
H -0.5843 0.2858 -0.9721 0.003
H -1.6864 3.2423 0.2501 0.000
C 0.4171 -0.0899 -1.3827 0.102
H -1.4351 1.6797 -0.4806 0.000
H -0.5336 0.5587 1.4324 0.002
H -0.1660 -2.2254 -2.2373 0.002
H -0.5452 -0.7872 -3.2633 0.008
```

Frontier orbital gap (alpha / beta) = 10.2 / 4.6 eV
LUMO level (alpha / beta) = -8.0463 / -13.6852 eV
Total charge = +2
HOMO level (alpha / beta) = -18.247 / -18.242 eV
2S+1 = 2

---

Here is 40 unconnected molecules or ions with the total composition H80O40 from the Open Molecules 2025 dataset. Energies are from ωB97M-V/def2-TZVPD.

```
120
Properties=species:S:1:pos:R:3:mulliken_charge:R:1
H 3.1221 -2.7805 -3.3350 0.309
H 4.5105 -1.7775 2.1518 0.032
H 2.0336 -2.6207 0.3115 0.297
H -1.2721 2.1603 0.1001 0.107
O -1.2894 -1.4083 -3.8248 -0.521
H -2.5940 -4.0997 -1.1418 0.161
O -3.2663 -3.8605 -1.7749 -0.622
H 2.4682 -3.5300 -4.4477 0.285
H 0.9133 -3.3079 -3.0236 0.351
H -2.7747 3.9491 -4.2852 0.287
H 4.4355 -5.0850 0.9324 0.348
H -3.7814 -1.6906 1.0635 0.258
O -3.1050 1.6023 -1.1642 -0.304
H 0.3601 0.9834 2.9646 0.085
O -1.2574 -3.8088 1.5476 -0.577
O 0.1496 4.7217 -3.5050 -0.548
O -6.2440 -0.8495 2.0588 -0.616
H -1.8363 5.3858 -1.0705 0.326
O 6.4243 0.1030 0.2897 -0.580
O -2.3469 -6.4075 0.6148 -0.657
O 0.4673 1.3910 3.8542 -0.312
H 1.0911 -1.6914 -0.4103 0.211
O 4.1027 0.1287 -3.0565 -0.648
H -0.6597 4.2148 -3.5787 0.195
O -3.3275 -0.8529 1.2556 -0.100
H 1.2909 2.6373 -1.4777 0.166
O -0.7939 -1.7145 -0.0450 0.467
H 1.4548 1.5855 -5.0636 0.251
H 3.2527 1.5045 -0.3220 0.081
H -3.6702 0.8021 -1.0796 0.137
O 4.9095 0.6864 2.8194 -0.499
H -4.0276 -0.2369 1.0555 -0.099
O 2.2891 -2.8420 -3.7977 -0.666
H -2.7693 0.3805 4.6014 0.311
H -5.0159 -2.4536 -3.7509 0.329
H -2.1972 -0.6494 -2.4878 0.037
O 2.0481 -1.8719 -0.3083 -0.379
H 2.2952 2.9802 4.3355 0.375
H 2.3127 -0.0055 -0.3391 0.144
O 1.8241 -4.5513 0.7094 -0.566
H -0.1320 5.5952 -3.2191 0.302
H -2.0385 0.8784 0.2855 0.195
O 2.6814 3.1520 3.4631 -0.630
H -2.8380 4.7409 2.5404 0.303
O -5.1699 -2.4161 0.1268 -0.624
H -1.2177 -2.5891 0.0599 -0.103
H -1.7012 0.9375 5.3234 0.328
H 1.8651 4.6451 -2.2839 0.312
H 5.5679 -0.0194 2.8940 0.258
O -1.1801 1.6779 -4.0711 -0.380
H -0.5162 4.2726 5.1269 0.276
H -3.0821 -2.9252 -1.9307 0.371
H -5.6906 -2.1939 -0.6544 0.225
H 1.1500 -3.9592 3.0268 0.323
H -4.7550 1.3773 0.8362 0.237
H -3.0919 5.2459 -1.9106 0.295
H -0.6095 -3.9809 2.2264 0.094
O -0.4096 4.9112 4.4228 -0.580
H -0.2898 1.8879 -3.7978 0.135
H 2.0160 -4.5350 1.7180 0.492
H 4.5864 0.9286 -3.2570 0.305
O -5.3472 -1.6712 -3.3034 -0.660
H -1.2768 -4.6142 1.0173 0.259
O 4.5306 -4.6610 0.0736 -0.651
H -1.5131 5.0305 2.3712 0.296
H 0.3992 -4.6088 -2.3834 0.249
H 2.5687 0.0350 1.9663 -0.119
O 1.7247 2.2321 -5.7225 -0.594
O 2.1022 -3.8808 3.1087 -0.755
H -5.7712 -1.6250 1.7117 0.314
H -5.8433 -0.5483 2.8775 0.316
H -1.4350 -1.1464 0.4084 -0.218
H 0.3363 1.4890 -1.6209 0.038
H -2.1952 -5.7385 -0.0533 0.337
H 5.7236 -0.5633 0.3262 0.288
H 7.0862 -0.4001 -0.1990 0.288
H -1.7362 1.0388 -3.6304 0.318
H 3.4620 2.5918 3.5416 0.259
O 0.9900 -1.5918 4.8646 -0.613
H -0.7740 -1.0314 -4.5422 0.247
H -3.1512 -6.1072 1.0452 0.352
O -5.3014 2.0277 0.3750 -0.516
H 5.5482 1.4023 2.9371 0.273
O 0.1616 -3.6932 -2.5483 -0.640
H -5.0173 -1.0067 -3.9233 0.303
O -2.3069 5.7796 -1.8129 -0.613
O 2.1295 4.7769 -1.3663 -0.615
H 2.3573 1.2570 5.9139 0.334
H 3.3176 0.3664 -2.5586 0.278
H -5.2898 -3.3541 0.2985 0.242
H 0.4415 4.8953 3.9822 0.319
H -5.8233 2.1640 1.1858 0.307
H 3.4954 2.8267 -2.0817 0.266
O 2.4975 0.9317 -0.2625 -0.134
O -2.9144 -0.7868 -1.8561 0.009
H -3.6825 -1.0374 -2.3889 0.125
O 1.7162 -0.3510 2.1167 0.416
H 3.9462 -2.9775 1.5263 0.222
O 2.7985 2.1200 5.9301 -0.680
O -2.5904 0.5993 5.5314 -0.669
O 3.6730 -2.0871 1.7913 -0.279
H -2.3617 2.8343 -5.1130 0.297
H 0.6416 -0.9242 4.2484 0.288
O 1.0898 1.8977 -2.0571 -0.002
H 1.4037 1.8880 -6.5599 0.296
H 3.9187 -5.0582 -0.5420 0.298
O 4.4274 3.0305 -1.9676 -0.620
H 2.3290 -2.9486 2.9144 0.462
O -3.1617 3.1619 -4.6880 -0.634
H 1.0335 -0.6004 1.5129 -0.045
H 4.5781 3.8404 -2.4562 0.268
O -2.3440 5.5153 2.2216 -0.605
H 2.6410 -4.2447 0.2972 -0.060
H 3.6905 1.7775 5.7847 0.315
H -3.6447 2.3106 -1.5053 0.112
H 1.3608 1.7162 3.6535 0.248
H 0.1395 -1.9454 5.1603 0.290
H -0.7541 -2.0443 -3.3242 0.326
H 2.8322 5.4179 -1.3104 0.276
O -1.5281 1.5411 0.7825 -0.401
```

Frontier orbital gap = 9.5 eV
LUMO level = -0.4661 eV
Total charge = 0
HOMO level = -9.918 eV

---

Here is a molecular structure, C19H43AlN2OP3Se from the Open Molecules 2025 dataset. Energies are from ωB97M-V/def2-TZVPD.

```
70
Properties=species:S:1:pos:R:3:mulliken_charge:R:1
Al 0.4192 0.0876 -0.1719 -0.800
C -5.4389 2.4396 0.3314 -0.754
C -1.6213 -3.2681 2.9266 -0.116
C 3.1220 2.7012 -0.7352 -1.176
H 0.4105 -0.9004 3.5279 0.400
H -0.4549 2.9684 2.0605 0.373
H 1.3432 1.0767 -3.7226 0.325
H -0.1642 3.2059 -2.5955 0.381
H 4.1886 -0.1040 -0.5902 0.027
C 0.3784 -2.0364 -3.1062 -1.240
O 1.9006 -1.0181 -0.1535 -0.097
C 0.6812 3.4652 -1.9455 -1.385
H 1.3610 4.1352 -2.4881 0.535
H 0.7023 -2.9465 -2.5853 0.387
H -0.1646 -2.3178 -4.0201 0.522
H -2.4842 -1.8259 -0.6071 0.219
H 3.5048 3.4735 -1.4191 0.534
C -5.8379 1.5852 1.3683 -0.510
H -0.9533 -2.3772 2.7173 -0.269
H 2.3094 -4.1995 -0.2439 0.228
H -1.0720 0.0557 3.1809 0.259
H -2.7003 -2.3515 -2.3025 0.485
H 2.8416 -0.3117 2.7204 0.379
C 2.5158 -2.1605 -0.2530 0.779
C -4.1558 2.3606 -0.1992 -0.509
N 1.8143 -3.3182 -0.2233 -0.367
C -3.2259 1.4480 0.3376 0.687
P 0.8881 0.9588 2.0522 1.172
C 2.6275 0.7540 2.5658 -1.262
H 1.2765 3.3655 1.8408 0.279
C -3.6328 0.5448 1.3304 0.089
H 4.2486 -3.1379 -0.4626 0.246
C 0.0025 0.1115 3.3954 -1.329
H 0.6652 2.8854 3.4616 0.548
C -1.2581 -4.2393 1.8781 -1.057
C 0.5667 2.7237 2.3792 -1.285
H -2.6505 -2.9000 2.8219 0.228
C 4.7329 -1.0491 -0.4857 -0.660
H -2.3864 0.5731 -2.8449 0.349
C -1.5899 -0.0174 -3.3131 -1.289
H -2.0105 -4.8893 1.4527 0.357
C 2.1913 1.3417 -3.0754 -1.240
H 0.8234 -3.3044 0.0096 -0.055
H -3.8511 3.0221 -1.0131 0.436
H 3.3148 1.1456 1.8048 0.270
H -6.8429 1.6546 1.7818 0.438
H 0.1394 0.6848 4.3231 0.572
H 2.9013 3.1761 0.2309 0.285
H -0.8955 0.6706 -3.8122 0.297
H 2.8309 0.4595 -2.9354 0.313
H -1.5034 -3.1676 -1.2450 0.382
H -5.2259 -0.0305 2.6666 0.456
C -4.9269 0.6401 1.8617 -0.844
H -0.2051 -4.4095 1.7040 0.457
H 0.3023 3.9860 -1.0566 0.392
Se -1.3941 1.6251 -0.2620 0.353
N 3.8285 -2.2072 -0.4209 -0.263
H 1.2711 -1.4661 -3.3929 0.298
H 2.7788 2.1280 -3.5708 0.554
H 2.7880 1.3000 3.5074 0.531
H 5.3577 -1.0077 0.4158 0.343
C -1.9673 -2.2042 -1.4968 -1.120
H -2.0321 -0.6937 -4.0601 0.566
H -6.1349 3.1812 -0.0625 0.420
H -2.9341 -0.2128 1.6886 0.298
P 1.6111 1.9596 -1.4550 1.129
H -1.5129 -3.5830 3.9829 0.375
P -0.7117 -1.0120 -2.0567 1.032
H 5.3979 -1.1689 -1.3481 0.342
H 3.9019 1.9419 -0.5942 0.300
```

Frontier orbital gap (alpha / beta) = 8.5 / 3.9 eV
LUMO level (alpha / beta) = -8.8008 / -11.5500 eV
Total charge = +3
HOMO level (alpha / beta) = -17.321 / -15.470 eV

---

Here is a molecular structure, C7H18I3OP2V from the Open Molecules 2025 dataset. Energies are from ωB97M-V/def2-TZVPD.

```
32
Properties=species:S:1:pos:R:3:lowdin_spin:R:1
H 2.1647 1.9493 3.0954 0.001
H -1.2364 -1.4430 -3.8201 0.001
I 2.2365 0.1892 -1.0352 0.432
H -0.0997 2.1159 -2.6945 0.007
H -0.9038 -0.0497 3.5773 0.001
I -2.1602 -1.7043 1.1676 0.153
H -3.2457 -0.5232 -1.6426 0.001
H -1.1410 -2.4152 -2.3243 0.000
C -0.2813 1.1415 -3.1643 0.017
P -0.9270 -0.0250 -1.9245 0.062
H -0.7997 1.6580 3.0977 0.005
H 3.0476 1.2449 1.6678 0.008
C 0.3075 -2.3047 0.0181 -0.016
C -0.2226 0.7819 3.3868 0.011
C -2.6987 0.2768 -2.1425 0.010
H 0.4415 0.9794 4.2322 0.003
H 0.3449 -1.7712 -3.0470 0.002
H 0.6642 0.7495 -3.5877 0.008
H 2.6393 -1.2745 1.9770 0.001
H -1.0304 1.2928 -3.9705 0.000
P 0.8574 0.3566 2.0256 0.076
I -0.7800 2.4227 0.1504 0.912
C 1.7861 -1.0700 2.6295 0.007
H -2.9420 0.3034 -3.2099 0.003
H -2.9504 1.2252 -1.6751 0.005
O 0.5079 -3.4653 0.1422 -0.050
H 2.1233 -0.7537 3.6170 0.002
C 2.0964 1.6424 2.0508 0.022
C -0.7135 -1.5702 -2.8679 0.003
H 1.1672 -1.9671 2.7144 0.000
H 1.7829 2.4965 1.4515 0.009
V -0.0349 -0.4886 0.1048 -0.697
```

Frontier orbital gap (alpha / beta) = 7.1 / 5.7 eV
LUMO level (alpha / beta) = -13.6818 / -14.7644 eV
Total charge = +3
HOMO level (alpha / beta) = -20.829 / -20.429 eV
2S+1 = 2

---

Here is a molecular structure, C18H41CeN2OP3S from the Open Molecules 2025 dataset. Energies are from ωB97M-V/def2-TZVPD.

```
67
Properties=species:S:1:pos:R:3:lowdin_spin:R:1
H -3.8286 0.5807 1.1123 0.000
H -2.5942 1.2211 -1.9938 0.000
C -4.3164 -4.4286 -0.2075 0.000
O -3.1149 -2.3464 -0.6592 0.000
H 2.7170 -0.5039 -3.6867 0.000
P 0.5434 -0.1839 -2.6476 -0.004
H 0.4311 3.7865 2.8305 0.000
H -1.7607 2.7159 2.4208 0.000
H -0.7099 1.0191 3.7578 0.000
H 2.3573 -1.8074 -2.5114 0.000
H -3.6710 2.3416 -1.0750 0.000
H -1.5915 3.8580 1.0578 0.000
H -2.7338 -0.5746 0.2240 0.000
H -0.4248 -2.2611 -1.9018 0.000
H 1.5751 -1.8250 -4.1332 0.000
H -1.2190 -6.0926 -1.9434 0.000
C 3.6767 3.6004 -0.1613 0.000
H 3.4109 -0.6296 -0.8462 0.001
H -1.6999 -1.0778 -2.2493 0.000
C -4.1179 -5.8139 -0.1299 0.000
C 2.1110 -1.5321 0.6762 0.002
C 3.1405 -0.7172 0.2213 0.008
H 0.4364 -0.3441 3.8333 0.000
P -1.7756 1.6149 0.2637 -0.004
H 0.6346 1.0385 4.9615 0.000
N 4.8646 3.0500 0.2166 0.000
C -0.7425 -1.4790 -2.6073 -0.001
H 0.9443 1.5689 -4.2161 0.000
N 3.4440 4.8645 0.2239 -0.001
H -5.1994 -3.9217 0.2018 0.000
H 2.6473 5.3465 -0.1849 0.000
C -2.7877 0.2440 0.9527 0.000
H 4.2111 5.4368 0.5792 0.000
H -2.3472 -0.1236 1.8954 0.000
H 1.4044 3.3993 4.2973 0.000
H 3.8007 -0.1562 0.9048 0.001
H -0.1253 0.3309 -4.9407 0.000
H 3.3512 0.1231 3.0478 0.000
H -0.8798 -1.9292 -3.6025 0.000
C -2.1017 -5.6478 -1.4886 0.000
H -1.8332 -3.6994 -2.4458 0.000
H -3.7980 -1.9903 -0.0588 0.000
C -2.9702 -6.4070 -0.6888 0.000
Ce 0.9255 0.6543 0.0600 1.010
C -3.3132 -3.6842 -0.8747 0.000
H 2.2162 3.8284 2.7461 0.000
H 2.9980 1.1382 4.4891 0.000
C 0.0976 0.8970 -4.0281 -0.001
C 3.0597 1.1213 3.3929 -0.001
S 2.4904 2.7129 -1.0079 -0.004
H -3.2128 3.1624 1.4437 0.000
H -0.7740 1.5042 -3.7555 0.000
H -2.7843 -7.4728 -0.5405 0.000
H 1.5994 -2.2618 0.0307 0.000
H 5.1235 2.1520 -0.1867 0.000
H -4.8595 -6.4296 0.3907 0.000
C -2.1311 2.9722 1.4178 -0.001
P 1.4207 1.5604 2.7242 -0.003
C 1.3540 3.3183 3.2004 0.000
H 1.8318 -1.5808 1.7403 0.000
C 0.3372 0.7451 3.9442 0.000
H -2.0904 2.9080 -1.7235 0.000
C -2.3684 -4.2960 -1.7059 0.000
C 1.9360 -1.1821 -3.3139 0.000
H 3.8020 1.8501 3.0459 0.000
H 5.6130 3.6756 0.4939 0.000
C -2.6297 2.0585 -1.2819 -0.001
```

Frontier orbital gap (alpha / beta) = 3.8 / 3.9 eV
LUMO level (alpha / beta) = -10.5690 / -10.5112 eV
Total charge = +3
HOMO level (alpha / beta) = -14.367 / -14.367 eV
2S+1 = 2